1.
The following is a quantum chemistry calculation of a cluster of 2 separate species, C3H9N2O2 in total, from the OMol25 dataset.

Output
Gap between HOMO and LUMO   11.62 eV
2S+1   1
ΔE to the lowest compared entry with this formula, charge and spin   279.5 kJ/mol
Net charge   +1
Lowest unoccupied orbital energy   -3.04 eV

XYZ file:
```
16
Properties=species:S:1:pos:R:3:mulliken_charge:R:1
C -1.7502 -1.2600 -0.1035 -0.856
C -0.8721 0.9786 -0.2579 0.021
C 1.9959 -0.0478 0.4473 0.101
N -1.3885 -0.0138 0.4382 -0.053
N 1.1492 0.5077 -0.3500 -0.344
O -0.5741 2.1688 0.1911 -0.387
O 3.2514 -0.2429 0.0655 -0.437
H -1.4202 -2.1999 0.5502 0.290
H -2.8825 -1.3565 -0.2470 0.322
H -1.0355 0.8777 -1.2836 0.474
H 1.6061 -0.5499 1.3447 0.291
H -1.4859 0.1566 1.4174 0.279
H -1.3227 -1.4569 -1.0139 0.364
H 1.5986 0.8072 -1.2121 0.209
H -0.3668 2.7478 -0.4515 0.347
H 3.4973 -1.1168 0.4650 0.380
```

2.
The following is a quantum chemistry calculation of a cluster of 3 separate species, C4H13NO2 in total, from the OMol25 dataset.

Output
Gap between HOMO and LUMO   10.02 eV
2S+1   1
ΔE to the lowest compared entry with this formula, charge and spin   246.7 kJ/mol
Net charge   0
Lowest unoccupied orbital energy   0.66 eV

XYZ file:
```
20
Properties=species:S:1:pos:R:3:mulliken_charge:R:1
C -1.1177 1.2831 -0.4603 -0.118
C 0.1678 0.3498 0.1352 -0.447
C 1.4957 0.4119 -0.5436 -0.111
C 2.4932 -0.4568 -0.3290 -0.688
N -1.6800 2.2001 0.4792 -0.595
H -1.8359 0.5432 -0.6569 -0.037
H -0.6906 1.6577 -1.4457 0.259
H -0.2538 -0.6561 0.2321 0.405
H 0.2828 0.9142 1.0047 0.246
H 1.5676 1.2258 -1.1086 0.401
H 2.2601 -1.3525 0.3431 -0.039
H 3.3854 -0.5160 -0.9722 0.295
H -1.2940 3.1154 0.6634 0.193
H -2.6020 2.3548 0.2418 0.211
H -2.4393 -1.0120 -1.7767 0.325
H -1.5397 -0.9651 -2.9866 0.316
O -1.7316 -1.4819 -2.2038 -0.637
H 1.4209 -2.1480 2.0870 0.325
H 0.9300 -0.9461 2.7954 0.333
O 1.0234 -1.9111 2.8802 -0.637
```

3.
The following is a quantum chemistry calculation of the molecule C17H15N7O, from the OMol25 dataset.

Output
Gap between HOMO and LUMO   8.35 eV
2S+1   1
ΔE to the lowest compared entry with this formula, charge and spin   0.0 kJ/mol
Net charge   0
Lowest unoccupied orbital energy   -0.06 eV

XYZ file:
```
40
Properties=species:S:1:pos:R:3:mulliken_charge:R:1
N 3.0573 2.5047 1.6896 -0.611
N 2.9490 2.3888 0.4131 -0.547
N -3.9046 0.3539 3.9422 -0.871
N 1.5899 1.6735 3.5583 -0.594
N -0.2014 1.2272 1.3955 -0.486
O 1.1641 -2.9465 -3.8296 -0.517
C -2.6717 0.8332 4.1259 -0.318
C -1.9809 0.7180 2.9139 0.128
C -2.8400 0.2818 1.9344 -0.265
C 0.3731 1.1383 3.7002 -0.648
C 1.8427 1.9741 2.3141 0.582
C -0.5973 1.0213 2.6291 0.348
C 0.9939 1.6819 1.2612 0.519
C -0.1685 -0.9804 -3.2062 -0.988
C -0.1307 0.1659 -2.5469 -0.898
C 2.1926 -0.0358 -2.0105 -0.034
C 1.0627 -1.6577 -3.2671 0.339
C 1.1347 0.7051 -1.9838 0.436
C 2.1601 -1.2106 -2.6132 0.743
N -3.9750 0.0696 2.5585 0.598
N 1.7332 2.0260 0.1427 0.776
C -5.2220 -0.4660 1.9334 -0.810
C 1.1379 2.0231 -1.3067 -1.184
C 2.5260 -3.4287 -3.6368 -0.380
C 3.1855 -2.2883 -2.7583 -0.754
H -2.2279 1.0417 5.1247 0.358
H -2.5509 0.0089 0.9172 0.550
H 0.1726 0.8448 4.7130 0.406
H -1.0869 -1.2696 -3.7171 0.408
H -0.9544 0.8459 -2.5633 0.399
H 3.0545 0.2206 -1.4261 0.535
H -5.4019 -0.0761 0.9028 0.304
H -6.0703 -0.1415 2.5074 0.297
H -5.1692 -1.5934 1.9059 0.288
H 1.7155 2.7409 -1.8219 0.377
H 0.0385 2.2664 -1.2659 0.361
H 2.9713 -3.5155 -4.6797 0.199
H 2.5442 -4.4779 -3.2483 0.282
H 4.1926 -1.9580 -2.9997 0.442
H 3.3617 -2.7093 -1.7020 0.229
```

4.
The following is a quantum chemistry calculation of a cluster of 2 separate species, C3H8N2O in total, from the OMol25 dataset.

Output
Gap between HOMO and LUMO (alpha / beta)   6.67 / 6.67 eV
2S+1   1
ΔE to the lowest compared entry with this formula, charge and spin   526.7 kJ/mol
Net charge   0
Lowest unoccupied orbital energy (alpha / beta)   -1.23 / -1.22 eV

XYZ file:
```
14
Properties=species:S:1:pos:R:3:mulliken_charge:R:1
C 0.5745 0.7070 0.4936 -0.061
C -1.5845 1.6070 -0.1589 -1.195
C -0.4532 0.5969 -0.3047 -0.290
N 1.7465 0.0335 0.2225 -0.505
N 0.6254 -2.7440 -0.5526 -0.079
O -0.5912 -3.1317 -0.4516 -0.223
H 0.5289 1.2602 1.4552 0.240
H -1.6413 1.8473 0.8302 0.352
H -1.5781 2.4161 -0.9509 0.248
H -2.4706 1.1446 -0.4406 0.361
H -0.3892 -0.0941 -1.0416 0.415
H 2.4502 -0.0546 0.9533 0.241
H 1.2031 -2.7747 0.3276 0.243
H 1.5796 -0.8135 -0.3816 0.253
```

5.
The following is a quantum chemistry calculation of the ion C5H17BN2O2P with charge -1, from the OMol25 dataset.

Output
Gap between HOMO and LUMO   6.76 eV
2S+1   1
Net charge   -1
Lowest unoccupied orbital energy   3.22 eV

XYZ file:
```
28
Properties=species:S:1:pos:R:3:mulliken_charge:R:1
C -0.6380 -0.2141 3.0935 -1.349
C -1.3644 -1.1059 2.1055 0.590
O -2.5093 -1.7320 2.7217 -0.568
C -1.9127 -0.3228 0.9036 -0.628
O -1.0868 0.7152 0.4935 -0.669
B -0.3004 0.5007 -0.7614 0.586
C 0.8513 -0.6422 -0.5987 -0.372
C 1.4783 -1.0785 -1.9199 -0.809
N 2.2191 0.0139 -2.5666 -0.427
P 0.4613 2.2829 -1.1762 0.287
N 0.1757 2.9862 -2.5922 -0.791
H -1.3009 0.5803 3.4425 0.255
H -0.3051 -0.8006 3.9565 0.396
H 0.2238 0.2503 2.6149 0.271
H -0.6871 -1.8932 1.7556 0.187
H -2.1824 -2.4466 3.2832 0.328
H -2.8874 0.0784 1.2215 0.402
H -2.1076 -1.0315 0.0841 0.245
H -1.0264 0.2345 -1.7208 -0.246
H 1.6514 -0.3362 0.0947 0.214
H 0.3920 -1.5378 -0.1514 -0.017
H 0.6645 -1.3798 -2.5880 0.335
H 2.1213 -1.9611 -1.7920 0.350
H 1.9462 0.1758 -3.5236 0.189
H 3.2196 -0.1072 -2.5149 0.170
H 1.8410 2.2614 -0.8458 -0.055
H 0.0458 3.0864 -0.0679 -0.059
H 1.0173 3.4232 -2.9514 0.185
```

6.
The following is a quantum chemistry calculation of a structure of composition C18H26Br2O10PdS3, from the OMol25 dataset.

Output
Gap between HOMO and LUMO (alpha / beta)   6.69 / 5.49 eV
2S+1   4
Net charge   -1
Lowest unoccupied orbital energy (alpha / beta)   1.79 / 0.75 eV

XYZ file:
```
60
Properties=species:S:1:pos:R:3:mulliken_charge:R:1
Pd 1.9630 -0.5783 -0.4184 0.794
Br 2.5367 -2.1610 -2.4319 -0.613
Br 4.1733 0.5653 0.8330 -0.699
C 1.8025 3.2661 -2.9700 -0.520
C 1.9218 3.9871 -4.1785 0.321
C 1.4023 3.3207 -5.4716 0.470
O 1.7115 3.7829 -6.6376 -0.580
C 0.5937 2.0199 -5.3522 -0.577
C 0.6662 1.3553 -4.1636 0.366
C 1.2753 1.9595 -2.9539 0.047
O 1.6094 1.2921 -1.9087 -0.289
O 0.1492 0.1419 -4.0785 -0.555
O 2.0227 5.1962 -4.4392 -0.664
H 2.2415 3.6937 -2.0807 0.529
H 0.1470 1.4091 -6.1228 0.449
C 1.5479 -4.6307 3.5600 -0.668
C 0.4114 -3.8467 4.1244 -0.496
C 0.2590 -2.5648 3.1642 -0.786
S 0.7749 -3.2199 1.4891 1.137
O 1.6839 -2.3285 0.7966 -0.735
O -0.4377 -3.7046 0.8319 -0.638
C 1.7211 -4.7151 2.0081 -0.888
H 1.5486 -5.7025 3.7585 0.355
H 2.5300 -4.3445 3.9363 0.310
H 0.5862 -3.5102 5.1463 0.339
H -0.3611 -4.6126 4.0555 0.275
H 0.9339 -1.7625 3.4624 0.467
H -0.7368 -2.1448 3.0228 0.311
H 2.6843 -4.5961 1.5120 0.384
H 1.4191 -5.6339 1.5053 0.369
C -3.3722 -2.6387 -1.2121 -0.569
C -3.8117 -1.5989 -0.1516 -0.730
C -2.5800 -0.6796 0.3583 0.220
S -1.5723 -0.5185 -1.2077 0.891
O -0.2572 -1.0627 -0.8605 0.094
O -1.8469 0.9319 -1.5965 -0.741
C -2.5033 -1.7843 -2.2488 -0.947
H -4.2477 -3.0604 -1.7059 0.424
H -2.9584 -3.5882 -0.8723 0.277
H -4.3888 -2.2189 0.5344 0.328
H -4.4694 -0.8603 -0.6098 0.320
H -1.9449 -1.2394 1.0448 -0.536
H -2.9440 0.2741 0.7403 0.349
H -1.7350 -2.0860 -2.9607 0.526
H -3.1748 -1.0878 -2.7508 0.396
C 0.5359 4.2923 2.4048 -0.622
C -0.1397 4.5182 1.0019 -0.671
C -0.6380 3.1553 0.5399 -0.089
S 0.0600 1.7489 1.6146 0.598
O 0.7974 0.7087 0.8313 0.421
O -1.0623 1.3264 2.4529 -0.725
C 1.1993 2.9081 2.4555 -0.789
H -0.1726 4.2173 3.2298 0.302
H 1.2167 5.1100 2.6416 0.393
H 0.5346 4.7879 0.1892 0.304
H -0.9518 5.2451 1.0152 0.301
H -0.1343 2.9343 -0.4012 -0.227
H -1.7123 3.0154 0.4199 0.484
H 2.0055 2.9029 1.7220 0.328
H 1.4872 2.4137 3.3833 0.474
```

E values (in eV) by entry order: -10323.9555 -9941.6396 -30346.8814 -8263.8672 -22501.9537 -215628.5989.